1.
Below is C35H51As2N2O13PSSiTe2Ti as an isolated structure in a non-equilibrium geometry, with properties calculated with the ωB97M-V functional and the def2-TZVPD basis.

Values from the calculation:
- Multiplicity: 1
- HOMO (spin up / spin down): -0.0430 / -0.0439 hartree
- Total charge: -2

Each line ends with the Mulliken charge.
Element x y z (Å)
Ti (1.200, 0.884, -0.459)  -0.83
C (-2.103, 1.645, 5.547)  -0.95
Si (-2.628, 2.799, 4.157)  0.41
C (-4.520, 2.947, 4.321)  -1.26
C (-1.939, 4.539, 4.425)  -1.08
C (-2.317, 2.372, 2.352)  0.36
C (-3.242, 2.625, 1.364)  -0.07
C (-2.915, 2.421, 0.024)  -1.43
C (-1.664, 1.948, -0.271)  -0.30
N (-0.719, 1.647, 0.649)  1.13
C (-1.024, 1.873, 1.974)  -0.53
S (0.127, 1.629, 3.215)  -0.53
H (-2.797, 1.691, 6.396)  0.34
H (-1.101, 1.899, 5.889)  0.26
H (-2.058, 0.616, 5.180)  0.22
H (-4.799, 3.167, 5.357)  0.33
H (-5.014, 2.012, 4.036)  0.32
H (-4.931, 3.744, 3.693)  0.30
H (-2.197, 4.942, 5.410)  0.38
H (-2.326, 5.227, 3.668)  0.30
H (-0.849, 4.523, 4.337)  0.23
H (-4.229, 2.999, 1.623)  0.24
H (-3.625, 2.624, -0.766)  0.51
H (-1.380, 1.804, -1.306)  0.12
C (5.347, -0.685, 0.476)  -1.06
O (3.939, -0.683, 0.664)  0.14
C (3.220, -1.303, -0.323)  -0.54
O (3.797, -1.792, -1.273)  -0.69
C (1.801, -1.326, -0.103)  0.54
C (1.005, -2.055, -1.130)  0.16
As (1.026, -3.980, -0.936)  -0.06
C (2.659, -4.245, 0.123)  -0.90
C (-0.162, -3.874, 0.673)  0.87
C (-0.009, -2.943, 1.620)  0.46
As (0.740, -1.054, 1.492)  1.33
C (2.042, -1.220, 2.945)  -1.03
C (-0.788, -2.988, 2.890)  -0.57
O (-1.284, -2.025, 3.411)  -0.49
O (-0.794, -4.195, 3.490)  -0.27
C (-1.593, -4.266, 4.664)  -0.82
C (-1.204, -4.925, 0.774)  -0.16
O (-2.276, -4.882, 1.319)  -0.64
O (-0.815, -6.043, 0.105)  -0.32
C (-1.744, -7.114, 0.090)  -0.81
C (0.071, -1.302, -1.756)  0.28
O (-0.038, -0.020, -1.479)  1.07
O (-0.815, -1.621, -2.718)  -0.12
C (-0.727, -2.873, -3.364)  -1.10
H (5.749, 0.067, 1.152)  0.16
H (5.603, -0.428, -0.549)  0.37
H (5.764, -1.669, 0.712)  0.30
H (3.539, -4.094, -0.495)  0.37
H (2.643, -5.268, 0.502)  0.47
H (2.678, -3.554, 0.965)  0.03
H (2.778, -1.997, 2.753)  0.29
H (1.496, -1.421, 3.867)  0.44
H (2.533, -0.254, 3.029)  0.07
H (-1.499, -5.286, 5.030)  0.24
H (-2.633, -4.046, 4.424)  0.31
H (-1.250, -3.556, 5.416)  0.30
H (-1.449, -7.767, -0.728)  0.25
H (-2.756, -6.744, -0.066)  0.33
H (-1.715, -7.667, 1.031)  0.28
H (-1.362, -2.792, -4.247)  0.25
H (-1.088, -3.684, -2.726)  0.27
H (0.298, -3.096, -3.670)  0.46
C (-3.642, -1.995, -8.028)  -1.49
C (-2.765, -1.252, -7.050)  0.93
C (-1.384, -1.232, -7.189)  -1.18
C (-0.569, -0.511, -6.314)  1.16
C (0.926, -0.584, -6.489)  -1.77
C (-1.138, 0.242, -5.272)  -0.36
Te (0.083, 1.407, -3.976)  -0.09
C (-2.531, 0.168, -5.088)  1.62
C (-3.190, 0.819, -3.900)  -1.70
C (-3.317, -0.568, -5.972)  -1.20
H (-3.049, -2.669, -8.648)  0.36
H (-4.161, -1.292, -8.687)  0.29
H (-4.402, -2.585, -7.510)  0.33
H (-0.922, -1.798, -7.995)  0.20
H (1.191, -1.347, -7.226)  0.36
H (1.408, -0.828, -5.539)  0.26
H (1.328, 0.381, -6.809)  0.31
H (-2.953, 0.247, -2.997)  0.29
H (-4.277, 0.850, -4.014)  0.37
H (-2.813, 1.833, -3.756)  0.31
H (-4.392, -0.607, -5.815)  0.27
C (5.486, 3.481, 3.815)  -1.37
C (4.798, 3.824, 2.509)  -0.08
O (3.934, 2.750, 2.154)  -0.23
P (3.308, 2.670, 0.654)  -0.08
O (2.296, 1.516, 0.905)  1.32
Te (5.002, 2.929, -0.951)  -0.43
O (2.530, 4.070, 0.550)  -0.14
C (1.497, 4.414, 1.496)  0.48
C (0.325, 5.033, 0.762)  -1.01
H (6.137, 4.306, 4.114)  0.40
H (6.079, 2.573, 3.701)  0.29
H (4.741, 3.314, 4.595)  0.29
H (5.531, 3.985, 1.717)  0.23
H (4.221, 4.748, 2.622)  0.16
H (1.920, 5.124, 2.215)  0.42
H (1.180, 3.529, 2.045)  -0.44
H (0.622, 5.963, 0.272)  0.40
H (-0.483, 5.235, 1.469)  0.19
H (-0.025, 4.341, -0.002)  0.01
O (1.092, 2.511, -1.393)  -0.38
N (2.198, 2.182, -2.087)  -0.39
O (2.504, 0.917, -1.753)  0.21


2.
Below is a 7-piece molecular cluster, C29H60NO7 overall in a non-equilibrium geometry, with properties calculated with the ωB97M-V functional and the def2-TZVPD basis.

Values from the calculation:
- Multiplicity: 1
- HOMO: -0.4067 hartree
- Total charge: +1

Each line ends with the Mulliken charge.
Element x y z (Å)
C (-2.640, -0.698, -5.469)  -1.84
C (-2.452, -0.082, -4.075)  1.41
C (-3.820, 0.161, -3.421)  -1.01
C (-1.654, 1.213, -4.246)  -1.65
C (-1.267, 1.993, -2.979)  0.84
C (-2.436, 2.777, -2.346)  -1.23
C (-0.533, 1.129, -1.956)  -0.54
O (0.769, 1.701, -1.710)  -0.27
C (1.429, 1.268, -0.575)  0.60
C (1.216, -0.171, -0.063)  -0.70
C (2.478, -0.394, 0.727)  -0.40
N (3.609, 0.218, -0.084)  0.00
C (2.918, 1.236, -0.975)  -1.14
H (-1.715, -1.115, -5.863)  0.42
H (-2.986, 0.075, -6.158)  0.34
H (-3.402, -1.475, -5.460)  0.43
H (-1.866, -0.797, -3.492)  0.15
H (-4.552, -0.559, -3.780)  0.59
H (-4.177, 1.144, -3.719)  -0.20
H (-3.780, 0.099, -2.340)  0.22
H (-2.206, 1.894, -4.896)  0.40
H (-0.730, 0.970, -4.780)  0.39
H (-0.547, 2.750, -3.293)  0.35
H (-2.040, 3.678, -1.879)  0.51
H (-2.959, 2.201, -1.586)  0.28
H (-3.104, 3.082, -3.143)  -0.17
H (-1.099, 1.100, -1.023)  0.27
H (-0.402, 0.111, -2.324)  0.19
H (1.309, 1.941, 0.282)  0.10
H (1.017, -0.913, -0.827)  0.27
H (0.437, -0.149, 0.698)  0.41
H (2.519, 0.160, 1.660)  -0.06
H (2.743, -1.415, 0.986)  0.44
H (4.052, -0.438, -0.720)  0.39
H (4.339, 0.657, 0.471)  0.35
H (3.427, 2.181, -1.131)  0.45
H (2.908, 0.775, -1.964)  0.39
C (1.311, -5.877, 1.876)  -0.76
C (1.578, -4.475, 2.347)  0.88
O (0.845, -3.551, 2.065)  -0.58
C (2.805, -4.271, 3.206)  -1.08
H (0.404, -5.891, 1.277)  0.31
H (2.143, -6.246, 1.272)  0.02
H (1.186, -6.541, 2.733)  0.35
H (3.700, -4.576, 2.660)  0.29
H (2.736, -4.882, 4.107)  0.42
H (2.888, -3.224, 3.492)  0.21
C (-7.299, 1.530, 0.696)  -1.24
C (-5.910, 1.219, 0.197)  0.81
O (-5.697, 0.936, -0.958)  -0.45
C (-4.795, 1.280, 1.215)  -0.85
H (-8.007, 1.453, -0.125)  0.31
H (-7.581, 0.829, 1.483)  0.34
H (-7.332, 2.539, 1.110)  0.34
H (-4.984, 0.570, 2.021)  0.39
H (-4.736, 2.280, 1.646)  0.33
H (-3.850, 1.036, 0.735)  0.02
C (4.663, -6.635, -1.513)  -1.11
C (4.485, -7.658, -0.416)  0.85
O (3.423, -7.806, 0.144)  -0.56
C (5.691, -8.488, -0.059)  -1.15
H (3.725, -6.108, -1.678)  0.28
H (5.442, -5.922, -1.235)  0.32
H (4.966, -7.126, -2.438)  0.35
H (6.506, -7.843, 0.273)  0.34
H (6.033, -9.047, -0.932)  0.35
H (5.435, -9.184, 0.735)  0.30
C (2.879, 2.452, 3.649)  -0.65
C (3.092, 3.908, 3.298)  0.64
O (3.079, 4.766, 4.141)  -0.54
C (3.311, 4.247, 1.838)  -0.84
H (2.724, 2.347, 4.716)  0.29
H (1.997, 2.071, 3.123)  0.20
H (3.755, 1.863, 3.363)  0.25
H (2.444, 3.927, 1.254)  0.14
H (4.205, 3.747, 1.456)  0.26
H (3.433, 5.321, 1.727)  0.34
C (2.518, -1.162, 7.650)  -0.97
C (2.744, 0.319, 7.479)  0.76
O (2.856, 0.822, 6.383)  -0.51
C (2.823, 1.145, 8.737)  -1.09
H (2.479, -1.644, 6.676)  0.16
H (3.327, -1.598, 8.238)  0.34
H (1.580, -1.338, 8.178)  0.33
H (3.643, 0.792, 9.364)  0.32
H (1.895, 1.051, 9.304)  0.33
H (2.986, 2.189, 8.481)  0.28
C (-5.723, 3.951, -4.802)  -0.66
C (-4.635, 4.933, -5.165)  0.90
O (-3.490, 4.782, -4.804)  -0.52
C (-5.047, 6.119, -6.001)  -1.26
H (-5.314, 3.145, -4.198)  -0.14
H (-6.509, 4.456, -4.239)  0.32
H (-6.167, 3.534, -5.707)  0.32
H (-5.809, 6.699, -5.478)  0.34
H (-5.468, 5.779, -6.949)  0.33
H (-4.183, 6.749, -6.195)  0.32


3.
Below is C7H15N3O4 as an isolated structure in a non-equilibrium geometry, with properties calculated with the ωB97M-V functional and the def2-TZVPD basis.

Values from the calculation:
- Multiplicity: 1
- HOMO: -0.3355 hartree

Each line ends with the Mulliken charge.
Element x y z (Å)
C (-1.710, 2.188, -0.523)  -0.46
C (-0.714, 1.959, 0.623)  -0.49
C (0.207, -0.248, 0.048)  0.37
C (2.417, 0.879, -0.203)  -0.50
C (3.445, -0.386, -0.432)  -0.71
C (-0.982, -2.067, 0.647)  -0.52
C (-2.189, -1.944, -0.181)  0.59
H (-2.840, 0.868, 0.003)  0.44
H (-1.430, 1.651, -1.541)  0.22
H (-1.692, 3.345, -0.608)  0.33
H (0.116, 2.812, 0.570)  0.29
H (-1.370, 2.242, 1.588)  0.25
H (-0.416, 0.080, 2.247)  0.33
H (1.654, -0.339, -1.394)  0.40
H (2.369, 1.386, 0.807)  0.34
H (2.877, 1.640, -0.764)  0.32
H (3.755, -0.276, -1.714)  0.28
H (4.339, -0.134, 0.147)  0.37
H (2.380, -2.144, -0.299)  0.36
H (-0.952, -1.816, 1.746)  0.31
H (-0.638, -3.233, 0.812)  0.27
H (-3.873, -2.525, -0.828)  0.38
N (-0.306, 0.601, 0.890)  -0.12
N (1.073, 0.413, -0.760)  -0.30
N (0.159, -1.439, -0.049)  -0.47
O (-3.140, 2.067, -0.084)  -0.59
O (3.108, -1.771, 0.207)  -0.50
O (-3.116, -2.902, -0.233)  -0.53
O (-2.534, -0.906, -0.721)  -0.68


4.
Below is C28H44AlF9I2LiMgNaO13PSi as an isolated structure in a non-equilibrium geometry, with properties calculated with the ωB97M-V functional and the def2-TZVPD basis.

Values from the calculation:
- Multiplicity: 1
- HOMO: -0.3119 hartree
- Total charge: +1

Each line ends with the Mulliken charge.
Element x y z (Å)
C (-5.683, 2.875, 1.840)  -1.00
C (-4.443, 2.940, 2.892)  -0.37
C (-3.736, 1.483, 2.805)  -0.46
C (-2.210, 1.495, 3.362)  -0.19
C (-1.808, 0.009, 3.895)  -0.86
P (-0.883, -1.006, 2.570)  1.45
O (-2.320, -2.010, 2.440)  -0.65
C (-1.241, -0.472, 0.749)  -0.39
C (-1.053, -1.661, -0.313)  0.50
O (-2.010, -1.519, -1.422)  -0.50
Si (-1.316, -0.657, -2.736)  0.85
C (-2.668, -0.634, -4.136)  -0.79
C (0.200, -1.564, -3.527)  -0.58
C (-0.743, 1.118, -2.322)  -0.49
C (0.117, -2.593, 2.951)  0.32
O (0.595, -2.839, 4.123)  -0.68
O (0.355, -3.575, 1.981)  -0.62
C (0.671, 0.110, 2.632)  -1.53
I (2.162, -0.728, 1.213)  -0.04
C (1.328, 0.258, 4.095)  0.39
C (2.921, 0.016, 4.162)  -1.73
I (0.998, 2.326, 4.851)  0.08
H (-6.224, 3.872, 1.739)  0.36
H (-5.299, 2.586, 0.788)  0.23
H (-6.421, 2.035, 2.123)  0.26
H (-4.872, 3.038, 3.960)  0.25
H (-3.705, 3.773, 2.632)  0.30
H (-3.795, 1.144, 1.708)  -0.04
H (-4.405, 0.762, 3.397)  0.28
H (-1.568, 1.843, 2.481)  0.23
H (-2.139, 2.296, 4.170)  0.39
H (-2.819, -0.521, 4.063)  0.53
H (-1.293, 0.018, 4.912)  0.34
H (-2.092, -2.899, 2.081)  0.07
H (-2.368, -0.217, 0.751)  -0.04
H (-0.702, 0.499, 0.488)  -0.07
H (-1.200, -2.710, 0.101)  0.05
H (-0.009, -1.619, -0.800)  -0.08
H (-2.247, -1.009, -5.141)  0.34
H (-3.553, -1.306, -3.803)  0.46
H (-3.029, 0.473, -4.211)  0.04
H (0.009, -2.708, -3.587)  -0.09
H (1.150, -1.336, -2.930)  0.41
H (0.403, -1.200, -4.603)  0.41
H (-0.012, 1.081, -1.446)  0.20
H (-1.664, 1.761, -2.131)  0.35
H (-0.149, 1.567, -3.207)  -0.19
H (0.500, 1.183, 2.241)  0.83
H (0.856, -0.412, 4.896)  0.51
H (3.537, 0.745, 3.477)  0.09
H (3.237, -1.075, 4.028)  0.33
H (3.248, 0.295, 5.261)  0.59
Na (3.945, 2.428, 4.611)  0.70
O (-4.836, 1.386, -5.212)  -0.46
H (-5.245, 0.885, -4.501)  0.34
C (4.584, -2.882, 6.885)  -0.63
O (4.203, -1.816, 6.025)  -0.46
H (5.542, -2.637, 7.344)  0.22
H (3.831, -3.011, 7.667)  0.27
H (4.684, -3.804, 6.308)  0.26
H (3.353, -2.059, 5.632)  0.22
Al (0.676, -4.499, -3.220)  0.69
C (5.796, 3.059, -0.532)  -0.61
C (5.224, 3.106, 0.880)  0.38
O (4.173, 3.758, 1.012)  -0.68
O (5.890, 2.474, 1.748)  -0.43
H (5.175, 3.621, -1.228)  0.26
H (6.802, 3.488, -0.540)  0.34
H (5.851, 2.019, -0.876)  0.11
C (-4.130, -5.073, 2.375)  -0.14
C (-3.423, -5.368, 1.230)  0.46
C (-3.717, -6.748, 0.666)  0.29
O (-3.252, -7.175, -0.376)  -0.56
C (-4.618, -7.631, 1.430)  -0.34
C (-5.316, -7.342, 2.582)  0.28
C (-5.104, -5.923, 3.087)  0.33
O (-5.681, -5.444, 4.045)  -0.51
O (-6.072, -8.090, 3.218)  -0.52
O (-2.608, -4.646, 0.638)  -0.44
H (-3.991, -4.102, 2.842)  0.58
H (-4.716, -8.619, 0.993)  0.46
Mg (6.642, 1.075, 3.733)  0.17
C (2.378, 4.430, -7.122)  -0.76
C (1.848, 2.979, -7.119)  0.84
C (1.014, 2.568, -5.905)  0.14
F (1.698, 2.653, -4.746)  -0.24
F (0.622, 1.273, -6.021)  -0.26
F (2.892, 2.130, -7.306)  -0.28
F (1.059, 2.847, -8.222)  -0.32
O (3.732, 4.634, -6.683)  -0.40
C (3.957, 4.745, -5.296)  0.50
C (4.800, 3.590, -4.741)  0.06
F (4.229, 2.385, -4.981)  -0.09
F (4.940, 3.688, -3.398)  -0.09
F (2.785, 4.891, -4.658)  -0.23
F (4.625, 5.904, -5.117)  -0.28
H (2.394, 4.741, -8.171)  0.43
H (1.687, 5.126, -6.640)  0.36
H (0.112, 3.182, -5.821)  0.32
H (5.798, 3.582, -5.193)  0.28
F (-3.378, -2.840, -3.015)  -0.57
Li (6.537, 1.732, -3.855)  0.96


5.
Below is a 2-piece molecular cluster, C5H12O overall, with properties calculated with the ωB97M-V functional and the def2-TZVPD basis.

Values from the calculation:
- Multiplicity: 1
- HOMO: -0.3180 hartree

Each line ends with the Mulliken charge.
Element x y z (Å)
C (-1.882, 0.478, -1.459)  -1.32
C (-0.943, 0.021, -0.352)  0.35
C (2.227, -0.052, 0.642)  -0.31
C (1.495, 0.133, 1.939)  -0.65
C (-0.322, -1.329, -0.666)  -1.20
O (2.181, 1.029, -0.095)  -0.25
H (-1.324, 0.628, -2.392)  0.33
H (-2.388, 1.413, -1.204)  0.35
H (-2.642, -0.284, -1.669)  0.33
H (-1.447, 0.016, 0.624)  0.28
H (-0.121, 0.734, -0.270)  -0.07
H (0.800, -0.696, 2.115)  0.24
H (0.948, 1.089, 2.057)  0.33
H (2.265, 0.056, 2.717)  0.32
H (-1.067, -2.133, -0.642)  0.36
H (0.486, -1.570, 0.030)  0.34
H (0.111, -1.278, -1.670)  0.29
H (1.622, 1.744, 0.296)  0.28


M list, top to bottom, in g mol⁻¹: 1251.83 534.80 205.21 1153.72 88.15
Relative energy (zero: lowest compared OMol25 entry of this formula, charge and spin) list, top to bottom, in kcal per mole: 58.19 41.17 189.18 64.68 69.50